[1]
Computed, not measured: the molecule C19H17FN4O4S, with ωB97M-V/def2-TZVPD.

Geometry (Å):
S  -0.775  -3.426  -1.203
F  7.382  0.035  0.443
O  -0.213  2.560  0.379
O  -2.559  1.398  -2.029
O  -1.594  -2.585  1.402
O  1.575  -2.293  -0.699
N  1.011  -0.272  -0.056
N  -2.786  1.322  0.213
N  -0.119  -0.931  -0.360
N  -3.239  -1.142  0.895
C  -4.281  -0.600  0.050
C  -2.061  1.543  -0.921
C  -2.231  0.968  1.505
C  5.143  0.755  0.520
C  1.023  3.003  0.131
C  2.007  -1.079  -0.260
C  -2.355  -2.115  0.582
C  6.075  -0.240  0.273
C  1.361  2.810  -1.176
C  -2.942  -0.296  2.033
C  -0.698  2.061  -0.780
C  -2.357  -2.596  -0.869
C  0.242  -2.126  -0.728
C  0.240  2.203  -1.774
C  5.706  -1.507  -0.145
C  3.410  -0.799  -0.077
C  -4.169  0.936  0.047
C  4.365  -1.786  -0.320
C  3.805  0.472  0.344
H  -3.873  -0.054  2.551
H  3.047  1.218  0.521
H  -4.191  -0.979  -0.965
H  -2.351  1.796  2.213
H  -4.522  1.337  -0.904
H  -2.430  -1.761  -1.566
H  -1.170  0.751  1.383
H  2.287  3.067  -1.649
H  6.463  -2.254  -0.326
H  -4.748  1.377  0.863
H  4.051  -2.766  -0.644
H  -3.136  -3.332  -1.060
H  0.121  1.901  -2.793
H  5.475  1.729  0.843
H  -2.287  -0.843  2.710
H  1.557  3.444  0.951
H  -5.257  -0.907  0.448

Output
E_HOMO	-8.4	eV
E	-47681.390	eV
SMILES	O=C(CSc1nnc(-c2ccc(F)cc2)o1)N1CCN(C(=O)c2ccco2)CC1
ΔE to the lowest compared entry with this formula, charge and spin	0.927	eV

***

[2]
Computed, not measured: the molecule C19H17FN6O2, with ωB97M-V/def2-TZVPD.

Geometry (Å):
F  -2.826  -3.224  -0.520
O  -3.422  3.030  -1.730
O  -0.754  2.053  -2.015
N  2.464  -2.480  1.176
N  0.247  -2.588  1.805
N  2.191  -1.828  2.336
N  -0.323  -0.867  -1.525
N  -2.534  -0.899  -0.949
N  1.515  -0.823  4.763
C  0.880  -1.991  2.735
C  -1.448  -0.129  -1.362
C  1.252  -2.955  0.900
C  0.530  -1.403  3.989
C  0.003  -3.443  -1.376
C  -0.805  -2.142  -1.157
C  -1.758  1.230  -1.594
C  -1.059  3.515  -2.095
C  -0.805  -1.657  4.492
C  2.793  -0.734  4.284
C  1.038  -3.756  -0.337
C  -3.062  1.707  -1.397
C  3.220  -1.316  3.074
C  -2.166  -2.196  -0.901
C  -3.876  -0.520  -0.713
C  -2.501  3.747  -2.525
C  -0.202  -4.625  -0.507
C  4.559  -0.830  2.561
C  -4.131  0.850  -0.911
H  -0.995  -4.597  0.280
H  -0.850  -1.918  5.603
H  -1.321  -0.719  4.259
H  -0.134  -5.624  -0.940
H  -2.736  4.819  -2.329
H  -0.860  4.060  -1.184
H  -0.303  4.042  -2.688
H  -4.669  -1.276  -0.666
H  1.972  -4.271  -0.568
H  -2.610  3.405  -3.561
H  3.548  -0.249  4.785
H  -1.252  -2.399  3.848
H  4.722  0.193  2.857
H  0.176  -3.562  -2.466
H  5.320  -1.451  2.939
H  -5.184  1.106  -0.973
H  4.556  -0.765  1.413

Output
E_HOMO	-7.5	eV
E	-35727.829	eV
SMILES	Cc1ncc(C)n2nc([C@H]3C[C@H]3c3nc4c5c(ccn4c3F)OCCO5)nc12
ΔE to the lowest compared entry with this formula, charge and spin	3.550	eV

***

[3]
Computed, not measured: the molecule C19H17FN6O2S, with ωB97M-V/def2-TZVPD.

Geometry (Å):
S  -2.480  -0.314  -0.694
F  -0.744  4.104  5.691
O  0.055  -6.409  -0.948
O  -0.271  -1.042  -2.655
N  0.509  -3.033  -1.848
N  -3.018  1.616  2.021
N  -0.166  0.919  0.116
N  -1.767  1.519  1.444
N  0.384  1.818  1.018
N  1.231  -5.694  -2.555
C  3.545  -3.842  -4.656
C  -1.486  6.800  3.362
C  -0.358  2.752  3.232
C  -1.249  6.094  4.579
C  -0.703  5.081  2.104
C  3.174  -2.559  -4.510
C  0.511  -5.463  -1.431
C  -0.434  -1.930  -1.838
C  1.976  -4.603  -3.094
C  -0.810  4.769  4.503
C  -1.540  -1.892  -0.844
C  -1.430  0.784  0.286
C  2.293  -2.163  -3.445
C  0.359  -4.038  -0.843
C  -1.088  6.368  2.166
C  1.564  -3.251  -2.741
C  -0.570  2.075  1.867
C  -0.540  4.245  3.233
C  3.000  -4.899  -3.989
H  -1.050  6.917  1.256
H  -1.525  6.394  5.594
H  -0.558  -4.031  -0.244
H  -1.817  7.809  3.345
H  -3.210  2.622  2.203
H  3.379  -5.958  -3.989
H  -0.978  2.303  3.887
H  3.617  -1.683  -5.127
H  -2.232  -2.788  -1.091
H  -0.992  -1.873  0.151
H  2.097  -1.182  -3.449
H  -0.507  4.572  1.114
H  -3.710  1.141  1.476
H  4.408  -4.058  -5.266
H  0.654  2.598  3.510
H  1.374  -6.714  -2.795
H  1.104  -3.881  -0.102

Output
E_HOMO	-8.2	eV
E	-46563.486	eV
SMILES	Nn1c(Cc2ccccc2F)nnc1SCC(=O)N1CC(=O)Nc2ccccc21
ΔE to the lowest compared entry with this formula, charge and spin	3.224	eV

***

[4]
Computed, not measured: a structure of composition C19H17N4O3Pd, with ωB97M-V/def2-TZVPD.

Geometry (Å):
Pd  -0.445  -0.720  -0.503
O  2.023  -3.445  -2.060
O  1.598  -0.370  0.246
O  -1.633  0.267  0.829
N  1.508  1.420  -1.195
N  0.519  -1.596  -2.076
N  0.149  1.204  -1.036
N  -1.571  -2.148  -0.499
C  1.267  -2.525  -2.027
C  -2.368  1.218  0.350
C  -2.013  2.089  -0.647
C  4.308  1.706  -1.019
C  3.637  0.617  -0.468
C  -0.659  2.201  -1.123
C  -3.687  1.388  1.065
C  -4.762  -2.899  1.118
C  2.144  0.537  -0.472
C  -3.103  -2.578  2.832
C  4.369  -0.423  0.092
C  -4.413  -2.861  2.464
C  6.421  0.713  -0.442
C  -3.801  -2.680  0.148
C  -2.151  -2.291  1.871
C  5.693  1.754  -1.004
C  -0.157  3.531  -1.609
C  -2.485  -2.341  0.508
C  5.756  -0.376  0.103
H  6.319  -1.195  0.534
H  -4.038  -2.742  -0.906
H  -1.136  -2.037  2.145
H  6.208  2.605  -1.433
H  -5.779  -3.129  0.827
H  -5.159  -3.061  3.224
H  0.369  3.408  -2.556
H  3.723  2.504  -1.458
H  -4.398  1.950  0.459
H  -3.529  1.930  2.000
H  -4.101  0.409  1.308
H  -2.829  -2.554  3.880
H  -0.981  4.232  -1.727
H  3.830  -1.266  0.503
H  -2.714  2.867  -0.917
H  0.566  3.937  -0.900
H  7.504  0.750  -0.433

Output
E_HOMO (alpha / beta)	-4.4 / -4.4	eV
E	-35560.687	eV
total charge	-1
ΔE to the lowest compared entry with this formula, charge and spin	0.056	eV

***

Q: Look up the E of the fourth one.
A: -35560.687 eV